Entry 1:
Entry from the Open Molecules 2025 dataset: C15H31B3Cl13IO3 as an isolated structure (wB97M-V/def2-TZVPD).

Cartesian coordinates (Å):
C (0.226, 0.620, -6.427)
C (0.740, 2.052, -6.709)
Cl (-0.437, 2.811, -7.915)
C (0.751, 2.995, -5.479)
B (1.370, 2.371, -4.158)
O (2.417, 1.424, -4.126)
B (2.264, 0.467, -3.113)
O (1.466, 0.673, -1.950)
B (0.494, 1.643, -2.221)
I (-1.608, 1.373, -1.651)
O (0.867, 2.822, -2.895)
H (0.808, 0.075, -5.672)
H (-0.851, 0.559, -6.188)
H (0.343, 0.055, -7.368)
H (1.693, 2.053, -7.245)
H (-0.242, 3.439, -5.329)
H (1.401, 3.853, -5.748)
H (2.830, -0.574, -3.152)
Cl (0.023, 1.698, 1.657)
C (-0.779, 1.618, 3.246)
C (-2.047, 0.805, 3.190)
Cl (-3.328, 1.608, 2.244)
H (-0.969, 2.635, 3.585)
H (-0.075, 1.153, 3.935)
H (-2.440, 0.664, 4.196)
H (-1.870, -0.172, 2.752)
Cl (-0.163, -1.999, 3.536)
C (1.493, -2.147, 4.178)
C (1.553, -1.909, 5.669)
Cl (1.219, -0.211, 6.095)
H (2.127, -1.449, 3.635)
H (1.829, -3.159, 3.954)
H (2.553, -2.135, 6.037)
H (0.841, -2.535, 6.203)
Cl (-3.121, 1.147, -6.319)
C (-4.101, 1.685, -4.932)
C (-4.610, 3.095, -5.111)
Cl (-3.295, 4.295, -5.045)
H (-3.494, 1.591, -4.035)
H (-4.942, 0.996, -4.850)
H (-5.304, 3.339, -4.308)
H (-5.128, 3.214, -6.060)
Cl (-1.525, -3.366, -0.598)
C (-1.301, -4.814, 0.415)
C (0.042, -4.823, 1.103)
Cl (1.389, -5.043, -0.044)
H (-1.431, -5.691, -0.216)
H (-2.096, -4.806, 1.160)
H (0.090, -5.652, 1.809)
H (0.212, -3.897, 1.647)
Cl (4.334, -2.484, -0.210)
C (5.817, -1.537, 0.068)
C (5.841, -0.264, -0.744)
Cl (6.008, -0.581, -2.489)
H (6.671, -2.171, -0.161)
H (5.844, -1.294, 1.130)
H (6.696, 0.345, -0.451)
H (4.936, 0.321, -0.593)
Cl (-2.253, -1.134, 6.415)
C (-2.106, -0.003, 7.782)
C (-3.363, 0.807, 7.984)
Cl (-3.636, 1.958, 6.652)
H (-1.244, 0.635, 7.598)
H (-1.904, -0.602, 8.670)
H (-3.281, 1.392, 8.899)
H (-4.241, 0.168, 8.062)

## Properties
Kohn-Sham gap, eV: 9.686
Spin multiplicity: 1
Electronic energy, eV: -195130.912
E_LUMO, eV: 0.271

---

Entry 2:
Entry from the Open Molecules 2025 dataset: C48H53AsN4OPRh as an isolated structure (wB97M-V/def2-TZVPD).

Cartesian coordinates (Å):
Rh (0.406, -2.440, 0.729)
C (5.787, -1.820, -1.442)
C (4.314, -1.366, -1.490)
C (4.037, -0.591, -0.254)
C (4.716, 0.609, -0.106)
C (4.805, 1.192, 1.123)
C (4.098, 0.666, 2.194)
C (3.264, -0.461, 2.047)
C (2.623, -1.014, 3.279)
C (3.641, -1.890, 4.002)
C (3.284, -1.111, 0.810)
N (2.578, -2.299, 0.710)
C (3.216, -3.386, 0.557)
C (2.545, -4.615, 0.274)
C (3.204, -5.840, -0.092)
C (2.220, -6.705, -0.377)
C (1.000, -6.010, -0.116)
N (1.215, -4.749, 0.246)
H (5.990, -2.308, -2.380)
H (6.000, -2.539, -0.653)
H (6.459, -1.017, -1.429)
H (3.644, -2.268, -1.645)
H (4.159, -0.793, -2.397)
H (5.269, 1.041, -0.966)
H (5.311, 2.161, 1.292)
H (4.119, 1.054, 3.178)
H (1.742, -1.625, 3.031)
H (2.320, -0.184, 3.903)
H (4.179, -2.639, 3.380)
H (3.232, -2.452, 4.849)
H (4.467, -1.285, 4.427)
H (4.273, -3.385, 0.458)
H (4.294, -5.945, -0.025)
H (2.296, -7.729, -0.670)
H (-0.034, -6.299, -0.212)
O (6.941, 11.862, -7.361)
C (6.479, 11.764, -6.348)
C (-3.030, -2.364, 0.432)
C (-4.168, -3.407, 0.060)
N (-3.596, -4.624, -0.462)
C (-2.684, -4.196, -1.575)
C (-1.474, -3.410, -1.025)
N (-1.734, -3.101, 0.391)
C (-1.890, -4.289, 1.252)
C (-2.905, -5.265, 0.656)
H (-3.121, -1.864, 1.400)
H (-2.954, -1.556, -0.305)
H (-4.898, -2.867, -0.559)
H (-4.705, -3.730, 0.946)
H (-3.281, -3.563, -2.201)
H (-2.340, -5.039, -2.254)
H (-1.304, -2.429, -1.520)
H (-0.561, -3.993, -1.090)
H (-2.277, -3.907, 2.220)
H (-0.986, -4.785, 1.524)
H (-3.727, -5.624, 1.401)
H (-2.379, -6.172, 0.430)
C (-1.796, 0.677, -0.032)
C (-1.765, 2.101, -0.508)
As (-3.675, 2.608, -0.283)
C (-3.852, 2.375, 1.585)
C (-5.056, 2.199, 2.264)
C (-5.115, 2.529, 3.611)
C (-3.993, 2.985, 4.315)
C (-2.812, 3.244, 3.632)
C (-2.733, 2.891, 2.321)
C (-3.867, 4.468, -0.853)
C (-3.099, 4.900, -1.947)
C (-3.392, 6.098, -2.527)
C (-4.466, 6.848, -2.044)
C (-5.171, 6.418, -0.925)
C (-4.925, 5.202, -0.347)
P (-0.069, -0.149, -0.083)
C (0.092, -0.177, -1.890)
C (-0.947, -0.232, -2.808)
C (-0.643, -0.594, -4.097)
C (0.641, -0.860, -4.568)
C (1.680, -0.580, -3.704)
C (1.379, -0.245, -2.387)
C (0.850, 1.442, 0.302)
C (1.391, 2.358, -0.589)
C (1.854, 3.577, -0.061)
C (1.902, 3.781, 1.343)
C (1.414, 2.805, 2.225)
C (0.754, 1.712, 1.657)
H (-2.578, 0.131, -0.579)
H (-2.166, 0.500, 1.014)
H (-1.500, 2.193, -1.577)
H (-1.061, 2.668, 0.105)
H (-5.967, 1.870, 1.745)
H (-6.021, 2.348, 4.174)
H (-4.056, 3.159, 5.401)
H (-1.889, 3.603, 4.053)
H (-1.788, 2.983, 1.833)
H (-2.364, 4.284, -2.419)
H (-2.870, 6.510, -3.385)
H (-4.789, 7.812, -2.529)
H (-5.981, 7.034, -0.607)
H (-5.485, 4.850, 0.515)
H (-1.964, -0.139, -2.495)
H (-1.537, -0.684, -4.755)
H (0.874, -1.165, -5.535)
H (2.709, -0.687, -4.058)
H (2.224, -0.307, -1.680)
H (1.382, 2.151, -1.676)
H (2.201, 4.364, -0.740)
H (2.271, 4.739, 1.709)
H (1.443, 3.029, 3.317)
H (0.252, 0.969, 2.320)

## Properties
Kohn-Sham gap (spin up / spin down), eV: 6.782 / 4.497
Spin multiplicity: 5
Electronic energy, eV: -131759.896
E_LUMO (spin up / spin down), eV: -4.557 / -8.200
Energy relative to the best compared isomer or geometry (same formula, charge and spin), kcal per mole: 57.4
Charge: +2
<S²>: 6.053

---

Entry 3:
Entry from the Open Molecules 2025 dataset: C5H7NO2 as an isolated structure (wB97M-V/def2-TZVPD).

Cartesian coordinates (Å):
C (-0.465, -0.281, -0.107)
C (0.543, -0.168, 1.122)
C (1.382, 0.453, -0.013)
C (0.755, -0.512, -1.120)
C (-0.544, 1.279, -0.150)
H (-2.132, -0.873, -0.862)
H (-2.426, -0.675, 0.794)
H (-0.109, 0.449, 2.058)
H (0.975, -1.136, 1.524)
H (2.546, 0.513, 0.173)
H (0.608, -0.252, -2.225)
H (1.280, -1.497, -0.917)
N (-1.684, -0.926, -0.005)
O (0.773, 1.696, -0.072)
O (-1.502, 1.930, -0.200)

## Properties
Kohn-Sham gap, eV: 9.913
Spin multiplicity: 1
Electronic energy, eV: -10880.669
E_LUMO, eV: 0.844
Energy relative to the best compared isomer or geometry (same formula, charge and spin), kcal per mole: 68.0

---

The evaluated F_max for the records listed, in turn: 0.04775; 0.04838; 0.07958 hartree/bohr.